(1)
Formula: C29H35GeKN8O5S
Source: the OMol25 dataset
Level of theory: ωB97M-V/def2-TZVPD

Summary:
total charge: -2
DFT total energy: -5015.15864 Eh
LUMO level (spin up / spin down): 0.125 / 0.125 Ha
E_HOMO (spin up / spin down): 0.05506 / 0.05505 Eh
spin multiplicity: 1
frontier orbital gap (spin up / spin down): 0.06974 / 0.06975 Eh
energy above the lowest of the compared OMol25 structures with the same formula, charge and spin: 56.8 kcal per mole

Each line ends with the Löwdin charge.
Geometry (Å):
K1 0.215 -0.337 -0.781  0.464
O1 -2.106 0.423 -8.167  -0.053
C1 -1.377 -0.488 -7.746  -0.707
O2 -0.868 -1.432 -8.369  -0.053
C2 -1.044 -0.439 -6.224  -0.085
C3 -0.238 -1.412 -5.648  0.048
C4 0.052 -1.360 -4.289  -0.206
N1 -0.378 -0.365 -3.500  0.114
C5 -1.176 0.576 -4.038  -0.208
C6 -1.542 0.544 -5.390  0.043
C7 -1.709 1.598 -3.152  -0.196
C8 -2.259 2.787 -3.667  -0.020
C9 -2.892 3.673 -2.830  -0.069
C10 -2.963 3.370 -1.464  -0.057
C11 -2.329 2.221 -1.031  -0.164
N2 -1.711 1.356 -1.815  0.074
C12 0.804 -2.442 -3.651  -0.212
C13 1.544 -3.373 -4.396  -0.020
C14 2.157 -4.423 -3.749  -0.073
C15 2.032 -4.524 -2.366  -0.062
C16 1.313 -3.541 -1.705  -0.138
N3 0.716 -2.536 -2.315  0.066
H1 0.106 -2.208 -6.290  0.104
H2 -2.238 1.249 -5.817  0.106
H3 -2.177 3.002 -4.722  0.107
H4 -3.334 4.586 -3.211  0.101
H5 -3.479 4.020 -0.775  0.097
H6 -2.326 1.976 0.022  0.070
H7 1.631 -3.269 -5.468  0.102
H8 2.721 -5.158 -4.309  0.100
H9 2.483 -5.340 -1.822  0.098
H10 1.217 -3.542 -0.625  0.072
N4 -1.232 -1.931 0.656  -0.085
N5 -0.970 -2.504 1.929  -0.059
C17 -0.221 -1.711 2.802  -0.422
N6 -0.860 -1.398 4.006  0.085
N7 1.052 -1.419 2.527  -0.093
N8 1.821 -0.642 3.333  -0.453
O3 1.374 -0.193 4.443  -0.162
O4 2.931 -0.265 2.875  -0.159
H11 -1.927 -1.186 0.695  0.043
H12 -1.534 -2.659 0.021  0.058
H13 -1.832 -2.758 2.426  0.094
H14 -1.701 -0.854 3.847  0.061
H15 -0.192 -0.850 4.567  0.041
C18 4.532 -3.440 0.518  -0.223
Ge1 3.052 -3.236 1.878  0.836
C19 2.303 -5.111 2.004  -0.243
C20 3.995 -3.135 3.669  -0.237
C21 1.651 -1.956 1.332  -0.334
H16 5.147 -4.309 0.736  -0.004
H17 5.176 -2.565 0.514  -0.001
H18 4.114 -3.557 -0.478  -0.023
H19 3.047 -5.795 2.409  -0.010
H20 1.999 -5.477 1.029  -0.021
H21 1.436 -5.131 2.656  -0.003
H22 4.605 -4.018 3.849  -0.011
H23 3.253 -3.064 4.462  0.003
H24 4.621 -2.249 3.725  -0.007
H25 2.245 -1.130 0.899  -0.009
C22 -3.345 6.922 3.580  -0.076
C23 -2.587 5.732 3.075  -0.284
C24 -3.065 4.431 3.264  -0.055
C25 -2.358 3.349 2.793  -0.066
C26 -1.150 3.540 2.127  -0.384
C27 -0.677 4.836 1.901  -0.094
C28 -1.386 5.911 2.380  -0.063
S1 -0.194 2.142 1.520  0.885
C29 1.093 2.312 2.824  -0.194
O5 -0.986 0.949 1.867  -0.532
H26 -4.150 6.614 4.245  0.068
H27 -3.782 7.475 2.745  0.076
H28 -2.687 7.601 4.124  0.075
H29 -3.996 4.280 3.793  0.103
H30 -2.714 2.339 2.942  0.106
H31 0.249 4.979 1.360  0.107
H32 -1.014 6.915 2.223  0.106
H33 0.689 1.948 3.765  0.055
H34 1.373 3.357 2.900  0.040
H35 1.960 1.719 2.549  0.024



(2)
Formula: C20H35NOS
Source: the OMol25 dataset
Level of theory: ωB97M-V/def2-TZVPD

Summary:
DFT total energy: -1311.27183 Eh
LUMO level: 0.030 Ha
E_HOMO: -0.29375 Eh
SMILES: CCCCCCCCN[C@H](C)[C@@H](O)c1ccc(SC(C)C)cc1
spin multiplicity: 1
frontier orbital gap: 0.32397 Eh
energy above the lowest of the compared OMol25 structures with the same formula, charge and spin: 1.3 kcal per mole

Each line ends with the Löwdin charge.
Geometry (Å):
C1 -9.408 -2.377 0.362  -0.121
C2 -8.034 -2.044 -0.206  -0.280
C3 -7.689 -0.567 -0.028  -0.240
C4 -6.313 -0.224 -0.593  -0.228
C5 -5.978 1.254 -0.404  -0.224
C6 -4.659 1.668 -1.056  -0.222
C7 -3.435 1.030 -0.403  -0.202
C8 -2.139 1.613 -0.969  -0.223
N1 -0.973 0.940 -0.420  -0.041
C9 -0.568 1.346 0.919  -0.338
C10 0.236 2.646 0.959  -0.036
C11 0.201 0.146 1.538  -0.314
O1 -0.614 -0.996 1.455  -0.024
C12 1.545 -0.045 0.868  -0.183
C13 2.682 0.545 1.404  -0.038
C14 3.913 0.427 0.785  -0.092
C15 4.030 -0.313 -0.383  -0.539
S1 5.539 -0.501 -1.288  0.964
C16 6.866 -0.324 -0.017  -0.685
C17 6.762 -1.443 1.004  -0.127
C18 8.193 -0.349 -0.758  -0.147
C19 2.899 -0.920 -0.920  -0.102
C20 1.672 -0.784 -0.303  -0.027
H1 -9.446 -2.152 1.426  0.070
H2 -10.179 -1.793 -0.137  0.069
H3 -9.635 -3.431 0.226  0.066
H4 -8.011 -2.294 -1.269  0.107
H5 -7.278 -2.653 0.294  0.108
H6 -8.447 0.042 -0.527  0.115
H7 -7.714 -0.317 1.035  0.116
H8 -6.289 -0.466 -1.658  0.119
H9 -5.562 -0.840 -0.095  0.109
H10 -6.783 1.853 -0.838  0.111
H11 -5.939 1.481 0.664  0.114
H12 -4.564 2.755 -0.988  0.110
H13 -4.681 1.407 -2.117  0.114
H14 -3.432 -0.047 -0.574  0.111
H15 -3.477 1.198 0.674  0.111
H16 -2.129 1.456 -2.051  0.124
H17 -2.121 2.701 -0.792  0.114
H18 -0.180 1.040 -1.046  0.115
H19 -1.479 1.470 1.513  0.141
H20 0.505 2.895 1.982  0.082
H21 -0.355 3.464 0.552  0.071
H22 1.147 2.550 0.371  0.079
H23 0.362 0.335 2.605  0.152
H24 -1.055 -0.941 0.593  0.074
H25 2.608 1.113 2.321  0.117
H26 4.769 0.917 1.222  0.100
H27 6.730 0.652 0.455  0.090
H28 5.793 -1.435 1.499  0.064
H29 7.538 -1.330 1.760  0.080
H30 6.890 -2.407 0.515  0.080
H31 8.235 0.449 -1.496  0.069
H32 8.320 -1.299 -1.272  0.075
H33 9.013 -0.219 -0.055  0.080
H34 2.996 -1.498 -1.827  0.100
H35 0.808 -1.271 -0.728  0.114